No. 1
{"formula": "C6H7F", "method": "ωB97M-V with the def2-TZVPD basis set", "symbols": ["C", "C", "C", "C", "C", "C", "F", "H", "H", "H", "H", "H", "H", "H"], "xyz": [[0.601, 0.371, 0.479], [3.596, 0.070, 0.100], [-2.038, -1.537, -0.962], [-1.332, -0.477, -0.525], [-0.003, -0.633, -0.034], [0.438, 1.811, 1.054], [3.647, -0.936, -0.696], [-3.032, -1.380, -1.235], [-1.608, -2.585, -1.011], [-1.842, 0.476, -0.304], [0.493, -1.577, -0.208], [-0.066, 2.321, 0.095], [1.425, 2.320, 1.378], [-0.278, 1.757, 1.867]], "forces_ev_per_a": [[4.2122, 2.9402, 2.2413], [-1.6476, -0.4572, -0.1487], [1.9111, -0.3144, 0.4205], [-2.3023, -1.2700, 0.4358], [0.1227, -0.4433, -0.7577], [0.0505, -0.8288, -3.1136], [-0.1475, 0.5968, 0.5160], [-1.5273, -0.1079, -0.5117], [-0.4905, 1.5127, -0.0542], [0.2976, -0.4428, -0.5830], [0.1895, -0.1593, -0.1285], [1.1296, -0.2953, 2.3058], [-1.7698, -0.9849, -0.7744], [-0.0281, 0.2541, 0.1524]], "e_homo_ev": [-6.7, -6.7], "e_above_lowest_kcal_mol": 193.5, "fmax_ev_per_a": 5.60, "e_lumo_ha": [-0.0258, -0.0256], "total_energy_ev": -9043.466, "homo_lumo_gap_ev": [5.9768, 5.9824]}


No. 2
{"formula": "C6H7F2NO", "method": "ωB97M-V with the def2-TZVPD basis set", "symbols": ["C", "C", "C", "C", "C", "C", "N", "O", "F", "F", "H", "H", "H", "H", "H", "H", "H"], "xyz": [[-0.830, 1.293, -0.610], [0.478, 0.881, -0.341], [-2.791, -0.149, 0.137], [-2.178, 1.037, -0.458], [1.254, -1.467, -0.846], [1.924, -0.344, 1.101], [1.128, -0.348, -0.135], [-3.927, -0.357, 0.470], [-1.905, -1.091, 0.473], [2.047, -2.529, -0.388], [-0.791, 2.365, -1.179], [1.218, 1.599, -0.069], [-2.941, 1.828, -0.632], [0.835, -1.655, -1.796], [2.092, -1.389, 1.321], [2.912, 0.180, 1.020], [1.475, 0.145, 1.931]], "forces_ev_per_a": [[-1.0096, 3.0822, -2.0502], [0.0426, -1.0395, -0.6155], [-0.9422, 1.0100, 0.5322], [-0.5511, -0.7383, 0.2561], [0.7307, 0.6797, 2.0923], [2.0413, -0.4890, 0.0665], [0.3867, -2.0335, 0.0266], [0.3270, 0.4973, -0.6510], [1.4892, -0.9758, 0.0015], [-1.6415, 2.1746, -0.7031], [0.2786, -2.1763, 1.8453], [-0.0164, 0.8774, -0.0987], [0.9974, -0.6707, -0.1857], [-0.5755, -0.0110, -0.6732], [0.3287, 0.1158, 0.5316], [-0.7550, -0.5611, -0.6064], [-1.1309, 0.2583, 0.2317]], "e_homo_ev": [-7.3, -7.3], "e_above_lowest_kcal_mol": 54.5, "fmax_ev_per_a": 3.84, "e_lumo_ha": [-0.0223, -0.0219], "total_energy_ev": -15304.067, "homo_lumo_gap_ev": [6.7290, 6.7425]}


No. 3
{"formula": "C6H7F3N", "method": "ωB97M-V with the def2-TZVPD basis set", "symbols": ["C", "C", "C", "C", "C", "F", "F", "F", "N", "C", "H", "H", "H", "H", "H", "H", "H"], "xyz": [[-2.321, -0.869, -0.087], [-0.967, -0.885, 0.058], [0.110, -1.674, 0.001], [1.057, -0.401, 0.034], [2.575, 0.003, 0.038], [2.745, 0.886, 1.066], [3.296, -1.023, 0.229], [2.950, 0.595, -1.116], [0.019, 0.394, 0.103], [-0.301, 1.765, 0.090], [-2.611, -1.669, -0.881], [-2.734, 0.166, -0.407], [-2.883, -1.127, 0.756], [0.388, -2.663, -0.050], [-0.033, 2.408, 0.881], [-1.427, 1.821, 0.038], [0.137, 2.273, -0.752]], "forces_ev_per_a": [[-4.3924, 0.6759, -3.3698], [5.4285, 0.0240, -0.0138], [0.9265, 2.8244, 0.2835], [-2.2742, 0.5148, 0.0689], [-1.2367, 2.1577, -0.0417], [-0.2737, -0.6001, -0.9712], [1.1594, -1.8598, 0.4166], [-0.7493, -0.2496, 0.7958], [1.1262, -1.7727, 0.3509], [-2.0909, 0.9982, -1.1412], [0.3613, 1.4739, 1.1309], [0.7456, -1.7097, 0.2527], [-0.7280, -0.4149, 1.6845], [0.1208, -2.0183, -0.1519], [0.6827, -0.0748, 1.7131], [1.2019, 0.0890, -0.1937], [-0.0076, -0.0584, -0.8137]], "e_homo_ev": [-14.4, -14.4], "e_above_lowest_kcal_mol": 0.0, "fmax_ev_per_a": 5.58, "e_lumo_ha": [-0.2247, -0.2247], "total_energy_ev": -15967.238, "charge": 1, "homo_lumo_gap_ev": [8.2876, 8.2869]}


No. 4
{"formula": "C6H7FO3", "method": "ωB97M-V with the def2-TZVPD basis set", "symbols": ["C", "C", "C", "F", "C", "O", "C", "O", "C", "O", "H", "H", "H", "H", "H", "H", "H"], "xyz": [[-1.878, 0.676, 0.101], [-0.457, 1.018, -0.335], [0.374, -0.269, -0.619], [-0.201, -0.807, -1.683], [1.531, -0.848, -0.050], [1.885, -0.044, 1.052], [2.564, -2.093, -0.159], [3.321, -2.253, 0.764], [2.374, -3.161, -1.267], [1.530, -3.144, -2.129], [-1.726, 0.009, 0.919], [-2.408, 0.342, -0.699], [-2.344, 1.575, 0.293], [0.081, 1.577, 0.312], [-0.647, 1.535, -1.218], [2.777, -0.245, 1.275], [3.101, -3.910, -1.019]], "forces_ev_per_a": [[3.0346, -0.0858, 1.2292], [0.0248, -3.5288, -0.4258], [1.4554, -0.5137, -0.2440], [0.0034, -1.2029, -0.7387], [-0.9031, 1.7627, 0.3989], [-1.0651, -0.3474, -0.7584], [-3.4118, 1.9349, -0.0156], [0.1635, 0.0457, -0.8427], [-0.8977, 1.2493, 0.0965], [1.1765, -0.0472, 1.0459], [-1.0664, -0.5026, 0.7606], [-1.3545, -1.8873, -2.1008], [-1.0388, 1.9318, 1.3447], [1.3453, 1.9961, 2.2922], [0.7391, 0.9047, -1.9921], [1.2621, -0.3962, 0.5000], [0.5328, -1.3133, -0.5499]], "e_homo_ev": [-8.8, -8.8], "e_above_lowest_kcal_mol": 19.2, "fmax_ev_per_a": 3.92, "e_lumo_ha": [-0.0406, -0.0406], "total_energy_ev": -15192.229, "homo_lumo_gap_ev": [7.6776, 7.6786]}


No. 5
{"formula": "C6H7KMgO6", "method": "ωB97M-V with the def2-TZVPD basis set", "symbols": ["Mg", "O", "O", "C", "C", "O", "C", "H", "H", "H", "H", "K", "O", "O", "C", "C", "O", "C", "H", "H", "H"], "xyz": [[-3.200, -0.422, 0.446], [-1.449, 0.060, -0.386], [-0.068, 1.067, 1.319], [-0.755, 1.510, 2.499], [-1.359, 0.219, 3.027], [-1.611, -0.508, 1.797], [-0.714, 0.003, 0.809], [-0.021, 1.957, 3.174], [-1.522, 2.248, 2.226], [-2.309, 0.351, 3.553], [-0.656, -0.364, 3.633], [3.826, 0.592, -6.518], [1.129, -0.231, -4.502], [0.672, -0.839, -2.408], [1.018, -0.818, -1.106], [-0.062, -0.925, -0.120], [2.722, 0.003, -2.979], [1.573, -0.280, -3.348], [1.885, -1.479, -0.945], [-0.475, -1.942, -0.152], [1.376, -0.201, -0.022]], "forces_ev_per_a": [[1.2667, 0.0137, -0.2480], [-0.6587, -0.0348, -0.0174], [-0.2959, -0.3671, -0.3305], [-0.1449, 0.2896, 0.2470], [0.2551, 0.2303, 0.9402], [-0.9056, -0.2545, -0.4814], [1.1096, 0.4230, -0.1944], [-0.2022, -0.0679, -0.1845], [0.2011, -0.0590, 0.0827], [0.2510, -0.0631, -0.0232], [-0.2233, 0.0983, -0.1713], [-0.4137, -0.1500, 0.5084], [-0.5945, -0.1469, 0.5559], [-1.3390, 2.0065, 0.2950], [2.6288, 0.2379, 4.3696], [-3.1184, -3.4855, -1.6272], [-0.6337, -0.1728, 1.1744], [2.1328, 0.5268, -2.7416], [-0.9370, -1.0366, 0.2491], [-0.2068, -0.1012, 1.0905], [1.8287, 2.1134, -3.4932]], "e_homo_ev": -13.1, "e_above_lowest_kcal_mol": 53.2, "fmax_ev_per_a": 5.10, "e_lumo_ha": -0.3877, "total_energy_ev": -40369.388, "charge": 2, "homo_lumo_gap_ev": 2.5277}


No. 6
{"formula": "C6H7LiO6Yb", "method": "ωB97M-V with the def2-TZVPD basis set", "symbols": ["O", "C", "O", "O", "C", "C", "Yb", "H", "H", "Li", "C", "C", "O", "C", "O", "O", "H", "H", "H", "H", "H"], "xyz": [[4.555, -0.232, -0.235], [3.406, 0.167, 0.012], [3.223, 1.241, 0.668], [2.365, -0.592, -0.388], [1.199, -0.429, 0.266], [0.724, -1.481, 1.056], [5.891, 1.468, 1.013], [0.095, -1.303, 1.935], [1.465, -2.271, 1.215], [1.450, 1.741, 1.247], [-0.496, -1.122, -0.316], [-1.426, 0.037, -0.010], [-2.603, -0.123, -0.800], [-3.434, 0.905, -0.855], [-3.410, 1.875, -0.136], [-4.218, 0.754, -1.915], [-1.049, -2.067, -0.231], [-0.245, -1.149, -1.386], [-0.975, 1.016, -0.223], [-1.684, 0.071, 1.057], [-4.832, 1.496, -1.973]], "forces_ev_per_a": [[-0.6982, 0.2247, 0.1360], [3.2964, 0.7698, 0.4931], [-1.0656, 0.2584, 0.4823], [-2.0132, 0.0049, -0.6557], [0.5549, -2.1656, 0.5431], [-0.3115, 2.1049, 0.5190], [-0.5827, -0.6629, -0.7196], [-0.2841, -0.0408, -0.5128], [-0.5799, -0.6138, -0.7775], [0.0573, 0.6276, 0.1008], [-0.1945, -0.3164, -1.2091], [-0.9430, 1.0392, 1.0061], [2.3717, -2.0918, 0.3179], [-1.5189, 2.9560, -0.7497], [0.5382, -0.9754, 0.0754], [0.4349, -0.7046, 0.4663], [0.4357, -0.4093, 0.5341], [0.7328, -0.0134, 0.1689], [0.0413, -0.0124, -0.2428], [-0.1046, -0.1573, -0.0885], [-0.1668, 0.1782, 0.1125]], "e_homo_ev": [-18.6, -18.6], "spin_multiplicity": 2, "fmax_ev_per_a": 3.42, "e_lumo_ha": [-0.4437, -0.5305], "total_energy_ev": -50322.544, "charge": 3, "homo_lumo_gap_ev": [6.5163, 4.1258]}


No. 7
{"formula": "C6H7LiO7Ru", "method": "ωB97M-V with the def2-TZVPD basis set", "symbols": ["O", "C", "C", "O", "C", "O", "O", "Li", "Ru", "H", "H", "H", "H", "O", "C", "C", "O", "O", "C", "H", "H", "H"], "xyz": [[-1.063, 1.386, -0.349], [-2.051, 2.355, 0.137], [-1.441, 1.498, 1.149], [2.131, 1.653, 0.747], [2.667, 0.531, 0.476], [1.680, -0.109, -0.381], [3.553, -0.123, 0.940], [-2.139, -0.191, -1.247], [0.894, 1.784, -0.829], [-3.061, 2.123, -0.207], [-1.736, 3.395, 0.060], [-1.977, 0.603, 1.468], [-0.802, 1.977, 1.891], [-0.791, -1.720, -0.718], [-0.570, -1.840, 0.619], [0.464, -1.906, -1.409], [-1.428, -1.874, 1.441], [0.743, -1.827, 0.852], [1.454, -1.487, -0.334], [0.480, -1.281, -2.305], [0.566, -2.958, -1.692], [2.426, -1.988, -0.310]], "forces_ev_per_a": [[0.7857, -0.5309, -0.0470], [-1.3332, 0.7374, 0.7199], [-1.6799, 0.4179, 0.5988], [-0.5935, 2.8231, -0.8274], [3.0229, -4.9003, 3.2907], [-0.2258, 1.5537, -1.2071], [-1.6450, 2.0653, -1.4256], [-0.3480, -0.9550, -0.0636], [0.7997, 0.6683, 0.1763], [0.1868, 0.2450, -0.0516], [-0.1397, -0.1195, -0.0528], [0.2576, 0.0258, -0.0223], [0.7822, -0.3357, -0.4656], [-0.3881, 0.6160, -1.1016], [-1.4308, -0.1817, 1.7582], [0.2265, -0.0663, -0.3891], [0.6661, 0.3240, -0.9866], [1.4203, 0.6083, -0.2777], [-0.3933, -3.0047, 0.4081], [0.0537, -0.1364, 0.0125], [0.1077, 0.1405, 0.0712], [-0.1320, 0.0053, -0.1175]], "e_homo_ev": [-22.5, -22.5], "spin_multiplicity": 6, "fmax_ev_per_a": 6.63, "e_lumo_ha": [-0.5254, -0.6301], "total_energy_ev": -23416.385, "charge": 3, "homo_lumo_gap_ev": [8.1811, 5.3238]}


No. 8
{"formula": "C6H7N", "method": "ωB97M-V with the def2-TZVPD basis set", "symbols": ["C", "C", "C", "C", "C", "N", "C", "H", "H", "H", "H", "H", "H", "H"], "xyz": [[1.988, 0.060, -0.180], [0.511, -0.005, 0.032], [-0.656, -0.069, -0.975], [-1.575, 0.532, 0.081], [-1.361, -0.947, 0.009], [-0.203, -0.905, 0.989], [-0.387, 0.577, 1.055], [2.201, 0.754, -1.001], [2.402, -0.919, -0.444], [2.502, 0.428, 0.713], [-0.706, -0.031, -2.055], [-2.473, 1.126, -0.031], [-2.064, -1.759, -0.143], [-0.179, 1.157, 1.949]], "forces_ev_per_a": [[-0.0186, 0.0040, 0.0285], [0.3776, 0.1507, -0.1155], [0.0671, 0.0078, -0.3747], [-0.2832, 0.2414, 0.0431], [-0.3294, -0.3427, -0.0933], [0.0167, -0.2148, 0.0518], [0.0866, 0.3873, 0.2621], [0.0044, -0.0698, 0.1412], [-0.0927, 0.1009, 0.0141], [-0.0845, -0.1146, -0.0822], [-0.0453, 0.0114, 0.1490], [0.1225, -0.1086, -0.0205], [0.2022, 0.0713, 0.1340], [-0.0236, -0.1245, -0.1378]], "e_homo_ev": -8.5, "e_above_lowest_kcal_mol": 112.7, "fmax_ev_per_a": 0.48, "e_lumo_ha": 0.0441, "total_energy_ev": -7820.761, "homo_lumo_gap_ev": 9.6789}


No. 9
{"formula": "C6H7N", "method": "ωB97M-V with the def2-TZVPD basis set", "symbols": ["C", "C", "C", "C", "C", "N", "C", "H", "H", "H", "H", "H", "H", "H"], "xyz": [[0.551, 1.060, -2.332], [0.555, 1.098, -1.004], [0.181, 0.066, -0.026], [0.719, -0.019, 1.298], [-0.042, -0.935, 1.970], [-1.037, -1.361, 1.135], [-0.984, -0.650, -0.031], [0.648, 2.026, -2.815], [0.304, 0.171, -2.897], [1.003, 1.945, -0.479], [1.387, 0.726, 1.692], [0.230, -1.443, 2.881], [-1.868, -1.823, 1.462], [-1.647, -0.860, -0.853]], "forces_ev_per_a": [[-0.5520, 0.5304, 0.3672], [0.8457, -0.5131, 0.7782], [-0.5631, 1.3172, 0.0714], [-0.5894, 0.1698, -0.5789], [0.9133, -0.0789, 0.1429], [-0.5447, 0.0843, 0.2596], [0.6399, -1.1776, -0.6013], [0.4790, -0.3552, -0.4516], [-0.1916, 0.0864, -0.0470], [-0.4214, 0.3501, -0.4261], [0.6403, -0.5003, 0.1700], [-0.5889, 0.1699, 0.2794], [0.1587, -0.2464, -0.0696], [-0.2259, 0.1634, 0.1058]], "e_homo_ev": -8.1, "e_above_lowest_kcal_mol": 32.0, "fmax_ev_per_a": 1.47, "e_lumo_ha": 0.0376, "total_energy_ev": -7824.260, "homo_lumo_gap_ev": 9.1665}


No. 10
{"formula": "C6H7N", "method": "ωB97M-V with the def2-TZVPD basis set", "symbols": ["N", "C", "C", "C", "H", "H", "H", "C", "C", "C", "H", "H", "H", "H"], "xyz": [[0.828, 0.584, -0.011], [1.884, 0.234, -0.420], [3.110, -0.013, -1.085], [2.983, -0.460, 0.199], [0.343, 1.359, -0.663], [3.820, 0.134, -1.948], [3.411, -0.790, 1.043], [-1.902, -0.790, 0.827], [-2.311, 0.449, 1.113], [-2.612, -0.043, -0.233], [-1.368, -1.689, 0.845], [-2.500, 1.189, 1.932], [-2.068, 0.252, -1.077], [-3.618, -0.416, -0.522]], "forces_ev_per_a": [[-7.6741, 5.2867, -0.3514], [5.6062, -2.5663, -0.0809], [1.2851, -0.4874, 0.4713], [-0.7332, 1.7992, -5.3907], [1.0242, -2.4504, 1.4964], [-0.9285, -0.1418, 1.1017], [1.5612, -1.4285, 2.6948], [-0.9170, 3.4521, 0.3935], [0.5319, -2.0798, 1.7470], [-1.9391, -0.9933, -0.5674], [0.5685, -0.8861, 0.7285], [0.4129, -0.7726, -1.2229], [0.8746, 0.8489, -1.2309], [0.3273, 0.4195, 0.2109]], "e_homo_ev": -8.5, "e_above_lowest_kcal_mol": 172.6, "fmax_ev_per_a": 9.33, "e_lumo_ha": 0.0358, "total_energy_ev": -7818.164, "homo_lumo_gap_ev": 9.4744}


No. 11
{"formula": "C6H7N", "method": "ωB97M-V with the def2-TZVPD basis set", "symbols": ["C", "C", "C", "C", "N", "C", "C", "H", "H", "H", "H", "H", "H", "H"], "xyz": [[0.210, 1.696, 1.033], [0.301, 0.235, 0.983], [-0.417, -1.488, -0.452], [-1.649, -0.692, -0.652], [-2.550, 0.029, -0.752], [0.719, -0.499, -0.107], [1.887, -0.168, -0.826], [1.008, 2.184, 0.475], [-0.729, 1.850, 0.457], [0.033, 2.103, 2.028], [-0.297, -0.308, 1.726], [-0.178, -1.999, -1.381], [-0.608, -2.221, 0.340], [2.016, -0.903, -1.655]], "forces_ev_per_a": [[0.3064, 0.0390, 0.1727], [-0.1811, 0.2484, -0.0387], [0.0905, -0.3311, -0.2319], [-0.6839, 0.4815, -0.1324], [0.9353, -0.8190, 0.0974], [-0.1840, 0.1777, -0.1345], [-0.6304, 0.0197, 0.0682], [0.0055, -0.0047, 0.0622], [0.2133, 0.0232, 0.1591], [0.2181, 0.0291, -0.0427], [-0.1011, 0.2137, -0.1542], [-0.0287, -0.1913, 0.0056], [0.0679, -0.0038, -0.1534], [-0.0279, 0.1177, 0.3227]], "e_homo_ev": -8.4, "e_above_lowest_kcal_mol": 124.4, "fmax_ev_per_a": 1.25, "e_lumo_ha": -0.0493, "total_energy_ev": -7820.255, "homo_lumo_gap_ev": 7.0253}


No. 12
{"formula": "C6H7N", "method": "ωB97M-V with the def2-TZVPD basis set", "symbols": ["C", "C", "C", "C", "N", "C", "C", "H", "H", "H", "H", "H", "H", "H"], "xyz": [[0.022, 1.968, 0.241], [-0.380, 0.549, 0.613], [-0.710, -0.415, -0.572], [0.345, -1.507, -0.314], [0.351, -2.610, -0.920], [0.741, -0.314, 0.982], [1.581, -1.241, 0.829], [0.777, 1.952, -0.551], [-0.846, 2.534, -0.107], [0.448, 2.483, 1.106], [-1.166, 0.537, 1.372], [-1.729, -0.820, -0.548], [-0.556, 0.070, -1.545], [1.122, -3.186, -0.587]], "forces_ev_per_a": [[0.0034, 0.1174, -0.0308], [-0.0308, 0.1182, 0.1322], [-0.0050, -0.0322, -0.0404], [-0.2261, -0.5248, -0.5368], [0.1108, 0.3357, 0.2764], [0.4608, -0.1753, 0.2186], [-0.5645, 0.3897, -0.0836], [-0.1067, 0.0067, 0.0966], [0.0813, -0.0542, 0.0240], [-0.0858, -0.0138, -0.1201], [0.0454, 0.0427, -0.0848], [0.3087, 0.0014, 0.0290], [0.0808, -0.1377, 0.2379], [-0.0721, -0.0735, -0.1182]], "e_homo_ev": -9.9, "e_above_lowest_kcal_mol": 112.7, "fmax_ev_per_a": 0.78, "e_lumo_ha": 0.0252, "total_energy_ev": -7820.758, "homo_lumo_gap_ev": 10.6253}